1.
Formula: C3H6NO3
Source: the OMol25 dataset
Level of theory: ωB97M-V/def2-TZVPD

**Total charge**: +1
**SMILES**: [NH3+][C@@]1(O)COC1=O
**Spin multiplicity**: 1
**Orbital gap**: 11.2 eV
**DFT total energy**: -10831.9883 eV
**HOMO level**: -15.44 eV

Cartesian coordinates (Å):
1 O -0.545 0.419 1.630
2 O 2.143 1.093 -0.187
3 O 1.587 -1.183 -0.176
4 N -0.892 0.808 -0.770
5 C 0.184 -1.471 0.030
6 C -0.053 0.039 0.376
7 C 1.456 0.163 -0.045
8 H -1.818 0.676 -0.398
9 H -0.915 0.335 -1.791
10 H -0.187 -1.694 -0.987
11 H -0.212 1.214 2.130
12 H -0.027 -2.176 0.891
13 H -0.721 1.780 -0.702



2.
Formula: C3H6NOP
Source: the OMol25 dataset
Level of theory: ωB97M-V/def2-TZVPD

**Spin multiplicity**: 1
**Orbital gap**: 9.9 eV
**DFT total energy**: -16031.1566 eV
**HOMO level**: -9.04 eV

Cartesian coordinates (Å):
1 P -0.309 -1.996 -1.012
2 O 0.676 0.530 -1.023
3 N 0.535 -0.103 1.400
4 C 0.826 -0.644 -0.416
5 C 0.220 1.063 1.179
6 C 0.304 1.618 -0.245
7 H -0.722 2.057 -0.641
8 H 1.803 -1.102 -0.370
9 H -1.525 -1.203 -0.957
10 H 1.068 2.397 -0.089
11 H -0.294 -2.496 0.168
12 H -0.062 1.773 1.981



3.
Formula: C3H6NP
Source: the OMol25 dataset
Level of theory: ωB97M-V/def2-TZVPD

**Spin multiplicity**: 1
**Orbital gap (spin up / spin down)**: 8.9 / 7.8 eV
**DFT total energy**: -13982.9541 eV
**HOMO level (spin up / spin down)**: -9.61 / -8.25 eV

Cartesian coordinates (Å):
1 P 2.193 0.045 -0.096
2 N -0.151 -2.134 -0.014
3 C -0.954 -1.175 0.144
4 C 0.617 0.631 0.470
5 C -0.628 0.287 -0.316
6 H -1.983 -1.282 0.394
7 H 0.787 1.719 0.539
8 H -0.748 0.353 -1.387
9 H -1.449 0.862 0.198
10 H 1.974 0.691 -1.336
11 H 0.342 0.005 1.403



4.
Formula: C3H6NP
Source: the OMol25 dataset
Level of theory: ωB97M-V/def2-TZVPD

**Spin multiplicity**: 1
**Orbital gap (spin up / spin down)**: 6.5 / 8.5 eV
**DFT total energy**: -13980.3334 eV
**HOMO level (spin up / spin down)**: -7.42 / -8.29 eV

Cartesian coordinates (Å):
1 P -2.384 0.051 -0.015
2 N -1.599 -1.144 -0.453
3 C 1.545 -0.920 0.075
4 C 0.722 0.234 -0.225
5 C 0.297 1.437 -0.122
6 H -3.824 0.019 0.335
7 H -0.854 1.815 -0.039
8 H 2.422 -0.799 -0.417
9 H 1.509 -0.974 1.113
10 H 1.040 2.205 -0.149
11 H 1.125 -1.923 -0.102



5.
Formula: C3H6O
Source: the OMol25 dataset
Level of theory: ωB97M-V/def2-TZVPD

**SMILES**: C=CCO
**Spin multiplicity**: 1
**Orbital gap**: 10.4 eV
**DFT total energy**: -5253.5910 eV
**HOMO level**: -9.63 eV

Cartesian coordinates (Å):
1 O 0.310 0.098 -1.603
2 C 0.825 -0.455 -0.371
3 C -1.375 0.519 0.686
4 C -0.199 -0.104 0.750
5 H -1.834 0.526 1.683
6 H 1.809 -0.010 0.075
7 H 0.176 -0.388 1.686
8 H -1.999 0.864 -0.221
9 H 1.174 0.479 -2.219
10 H 1.113 -1.529 -0.467



6.
Formula: C3H6O
Source: the OMol25 dataset
Level of theory: ωB97M-V/def2-TZVPD

**SMILES**: OC1CC1
**Spin multiplicity**: 1
**Orbital gap**: 10.5 eV
**DFT total energy**: -5254.4425 eV
**HOMO level**: -9.52 eV

Cartesian coordinates (Å):
1 O 1.668 -0.524 0.192
2 C -0.319 1.008 -0.001
3 C -0.852 -0.337 0.457
4 C 0.407 -0.246 -0.347
5 H -0.774 -0.546 1.520
6 H -0.810 1.525 -0.820
7 H 0.302 -0.540 -1.391
8 H -1.724 -0.768 -0.029
9 H 2.022 -1.241 -0.346
10 H 0.080 1.668 0.764



7.
Formula: C3H6O
Source: the OMol25 dataset
Level of theory: ωB97M-V/def2-TZVPD

**Spin multiplicity**: 1
**Orbital gap**: 8.6 eV
**DFT total energy**: -5250.7062 eV
**HOMO level**: -8.98 eV

Cartesian coordinates (Å):
1 O -0.995 -0.178 -0.720
2 C 0.687 -0.724 1.232
3 C 0.188 0.197 -0.508
4 C 0.748 0.592 0.770
5 H -2.720 0.703 -2.688
6 H 1.555 -1.368 1.381
7 H -0.248 -1.243 1.392
8 H -2.576 0.742 -3.410
9 H 1.478 1.328 1.134
10 H 0.577 0.664 -1.423



8.
Formula: C3H6O
Source: the OMol25 dataset
Level of theory: ωB97M-V/def2-TZVPD

**Spin multiplicity**: 1
**Orbital gap**: 9.6 eV
**DFT total energy**: -5252.7445 eV
**HOMO level**: -8.48 eV

Cartesian coordinates (Å):
1 O -0.320 0.504 0.099
2 C 1.702 -0.285 -0.378
3 C 0.482 -0.461 0.479
4 C -1.703 0.322 0.388
5 H 1.611 -1.127 -1.083
6 H -1.840 -0.192 1.342
7 H 1.690 0.650 -0.953
8 H 2.637 -0.427 0.167
9 H -2.166 1.310 0.367
10 H -2.094 -0.293 -0.427



Computed values of relative energy (zero: lowest compared OMol25 entry of this formula, charge and spin) (unit: kcal/mol) for the preceding records, in sequence: 45.58; 70.32; 66.28; 126.71; 48.50; 28.87; 115.03; 68.03.